{"formula": "C12H17BrINNiO4", "method": "the ωB97M-V functional and the def2-TZVPD basis", "orbital_gap_ev": [7.51, 2.73], "energy_ha": -5202.40605, "spin_multiplicity": 3, "s2": 2.007, "e_homo_ev": [-15.1, -14.9], "charge": 2, "elements": ["O", "C", "Br", "C", "C", "C", "C", "O", "N", "C", "C", "C", "C", "C", "O", "C", "C", "O", "I", "H", "H", "H", "H", "H", "H", "H", "H", "H", "H", "H", "H", "H", "H", "H", "H", "H", "Ni"], "xyz": [[-0.2799, -3.4548, 2.6705], [-1.2185, -2.9345, 2.2246], [-2.4130, -2.0675, 3.5388], [-1.5299, -2.9545, 0.7124], [-1.2818, -1.5970, -0.0382], [-2.4411, -0.6188, 0.3770], [-1.8280, 0.4332, 1.3630], [-2.3149, 1.3745, 1.8513], [-0.4910, -0.0224, 1.4835], [-0.0130, -0.7503, 0.3100], [0.1512, 0.3261, -0.8391], [1.2716, 1.3848, -0.5355], [0.9629, 2.7192, -1.3419], [0.6079, 3.9194, -0.3870], [-0.4855, 4.6738, -0.7990], [1.2875, -1.6016, 0.5250], [2.1936, -1.7589, -0.7123], [3.3010, -1.3173, -0.7938], [1.4645, -2.8912, -2.4149], [-2.6174, -3.1715, 0.6195], [-1.0153, -3.8253, 0.2538], [-1.2872, -1.9203, -1.1028], [-2.6371, -0.0726, -0.5807], [-3.4247, -1.0494, 0.6220], [0.1547, 0.6334, 1.9006], [-0.7843, 0.9142, -0.9659], [0.3205, -0.1480, -1.8344], [2.2784, 1.0636, -0.8579], [1.3318, 1.6708, 0.5325], [0.2035, 2.5691, -2.1401], [1.8945, 3.0176, -1.8727], [1.4834, 4.6584, -0.3647], [0.4655, 3.6074, 0.6762], [-0.5771, 4.5645, -1.7885], [1.0878, -2.6378, 0.8798], [1.9047, -1.1161, 1.3089], [4.2744, -1.6203, -2.4800]], "atomic_forces_ev_per_a": [[1.931, -0.902, 0.622], [-1.227, 0.471, -0.745], [-0.115, -0.062, -0.768], [-0.699, 0.225, 0.409], [-0.904, -0.818, 1.107], [-0.015, 0.904, -2.322], [1.451, -4.378, -1.986], [-0.805, 2.047, 1.087], [0.454, 0.607, 0.583], [-1.134, -0.043, -1.636], [0.732, 0.263, 0.207], [-0.524, 0.713, -0.975], [1.215, 0.320, 0.138], [-0.036, -0.649, -0.407], [0.329, -0.555, -0.712], [0.472, 0.188, 0.311], [-1.977, -0.361, 0.646], [0.932, 0.389, -0.049], [0.500, 0.288, 0.400], [0.665, 0.160, -0.080], [0.046, 0.616, 0.481], [-0.207, 0.811, 0.499], [-0.201, 0.113, 0.882], [0.683, 0.103, 0.437], [-0.007, 0.025, 0.275], [0.391, -0.643, 0.302], [0.046, 0.273, 0.677], [-0.523, -0.044, 0.360], [-0.005, -0.450, -0.432], [0.219, 0.116, 0.672], [-0.643, -0.236, 0.206], [-0.482, -0.471, 0.104], [-0.084, 0.517, -0.518], [-0.119, 0.358, 0.990], [-0.132, 0.647, -0.156], [-0.120, -0.271, -0.475], [-0.108, -0.272, -0.132]], "mulliken_spin": [0.000, -0.001, 0.016, 0.002, 0.008, 0.034, -0.015, 0.180, 0.087, -0.024, 0.018, -0.001, 0.016, 0.049, 0.471, 0.003, -0.005, 0.030, 0.015, 0.000, 0.000, 0.004, -0.001, -0.002, -0.001, -0.001, -0.004, 0.005, 0.009, 0.002, 0.003, 0.115, 0.042, -0.012, 0.000, -0.001, 0.961]}